The molecule C2HN5O, computed with ωB97M-V/def2-TZVPD.

Properties
energy relative to the best compared isomer or geometry (same formula, charge and spin): 120.9 kcal per mole
SMILES: O=c1nncnnn1
strongest force on any atom: 17.4 eV/Å
HOMO energy: -10.408 eV
frontier orbital gap: 8.509 eV
LUMO energy: -1.90 eV
total energy: -425.5853 Ha

Each line ends with the natural charge from an NBO analysis.
CARTESIAN COORDINATES (ANGSTROEM)
O  0.39635  -2.02585  -0.16343  -0.5148
C  0.63324  -0.85523  -0.58478  0.6690
N  1.37202  -0.05722  -0.16584  -0.1261
N  0.89182  0.86061  0.58235  -0.1196
C  -0.44800  0.69569  0.97857  0.1796
N  -1.28885  0.32166  0.14601  -0.2616
N  -1.01756  0.39800  -1.20508  0.0872
N  -0.05982  -0.13443  -1.62091  -0.1308
H  -0.47920  0.79677  2.03310  0.2171



The molecule C2HN5O, computed with ωB97M-V/def2-TZVPD.

Properties
energy relative to the best compared isomer or geometry (same formula, charge and spin): 76.3 kcal per mole
SMILES: O=c1nncnnn1
strongest force on any atom: 7.2 eV/Å
HOMO energy: -10.558 eV
frontier orbital gap: 8.410 eV
LUMO energy: -2.15 eV
total energy: -425.6563 Ha

Each line ends with the natural charge from an NBO analysis.
CARTESIAN COORDINATES (ANGSTROEM)
O  2.17296  0.05479  0.73817  -0.4921
C  1.31581  0.16355  -0.14274  0.6544
N  0.80538  -1.13345  -0.71927  -0.0410
N  -0.37007  -1.33536  -0.22775  -0.1585
C  -1.10913  -0.38227  0.46612  0.1814
N  -1.26827  0.88709  0.16046  -0.2428
N  -0.46736  1.44286  -0.69582  0.0860
N  0.76752  1.17244  -0.74987  -0.2159
H  -1.84683  -0.86965  1.17070  0.2285